Entry 1:
{
  "formula": "C32H28F4IN3O3ReS5",
  "method": "wB97M-V/def2-TZVPD",
  "spin_multiplicity": 2,
  "relative_energy_ev": 0.6257,
  "species": ["Re", "C", "C", "N", "C", "C", "C", "C", "N", "C", "C", "F", "C", "F", "C", "C", "F", "C", "F", "H", "H", "H", "H", "H", "H", "H", "H", "H", "H", "H", "H", "H", "H", "H", "O", "C", "C", "C", "C", "C", "S", "C", "C", "C", "C", "S", "C", "C", "C", "C", "S", "H", "H", "H", "H", "H", "H", "H", "H", "H", "O", "S", "O", "N", "C", "S", "C", "C", "C", "C", "C", "C", "H", "H", "H", "H", "I"],
  "positions_angstrom": [[0.64520, -0.66869, 0.79154], [-0.77340, -2.17478, -2.37839], [0.68823, -2.15119, -2.00605], [1.09191, -2.41784, -0.56614], [0.55206, -3.77832, -0.22422], [1.06053, -4.40064, 1.05764], [2.59781, -2.53277, -0.67298], [3.27830, -1.78045, 0.43106], [2.56280, -0.50412, 0.54115], [3.42932, 0.61054, 0.55165], [3.66971, 1.27923, -0.64293], [3.03197, 0.89308, -1.75523], [4.59239, 2.30677, -0.71735], [4.77059, 2.93140, -1.88863], [5.31475, 2.69552, 0.38859], [5.09116, 2.02932, 1.57755], [5.77598, 2.37892, 2.67360], [4.17281, 0.99959, 1.66283], [4.01765, 0.35661, 2.81983], [-0.82437, -1.93490, -3.44312], [-1.22949, -3.15145, -2.23167], [-1.35521, -1.43977, -1.83737], [1.21233, -2.91639, -2.58858], [1.13072, -1.19120, -2.24703], [-0.52835, -3.70670, -0.20228], [0.82118, -4.41644, -1.07439], [0.71359, -3.86216, 1.93246], [0.65629, -5.41218, 1.11264], [2.14828, -4.47942, 1.09346], [2.87208, -3.58660, -0.70789], [2.89486, -2.07488, -1.61424], [3.23752, -2.30703, 1.39025], [4.32852, -1.62089, 0.17624], [6.02873, 3.50439, 0.33089], [-0.01982, 0.23185, -0.76864], [-0.48384, 1.56481, -1.03190], [0.47645, 2.55722, -0.40989], [1.23152, 3.51083, -1.01618], [2.10662, 4.17993, -0.11076], [2.02389, 3.69040, 1.15193], [0.82065, 2.47178, 1.27691], [-1.89693, 1.76912, -0.52515], [-2.39817, 2.81956, 0.18310], [-3.80019, 2.72295, 0.39525], [-4.32909, 1.60540, -0.17093], [-3.14397, 0.66975, -0.96845], [-0.47320, 1.76551, -2.53868], [0.37663, 1.24532, -3.46488], [0.14246, 1.74591, -4.77521], [-0.87324, 2.64950, -4.80801], [-1.55913, 2.88885, -3.26137], [1.17850, 3.72451, -2.07415], [2.76894, 4.98404, -0.39911], [2.55403, 4.01353, 2.03363], [-1.79059, 3.63398, 0.54947], [-4.37684, 3.44423, 0.95535], [-5.35419, 1.27074, -0.14664], [1.16608, 0.55546, -3.21823], [0.70627, 1.44623, -5.64664], [-1.26538, 3.17826, -5.66163], [-2.56282, -2.61542, -0.11746], [-2.28374, -2.36111, 1.26835], [-1.64327, -3.41493, 2.00831], [-1.43615, -0.93709, 1.48599], [-2.10466, -0.12530, 2.35545], [-1.49657, 1.20157, 3.09054], [-3.48625, -0.60123, 2.63971], [-4.48151, 0.04348, 3.35886], [-5.70784, -0.58884, 3.48733], [-5.94057, -1.84153, 2.91675], [-4.94486, -2.49062, 2.20271], [-3.73457, -1.83441, 2.08647], [-4.28667, 1.01397, 3.79455], [-6.50231, -0.10434, 4.03990], [-6.90810, -2.31138, 3.03470], [-5.10581, -3.46165, 1.75441], [1.16183, -1.38734, 3.31138]],
  "lowdin_charge": [1.240, -0.073, -0.238, -0.207, -0.233, -0.100, -0.165, -0.221, -0.248, -0.184, -0.160, 0.108, -0.225, 0.101, 0.080, -0.210, 0.101, -0.170, 0.071, 0.092, 0.074, 0.026, 0.125, 0.076, 0.074, 0.129, -0.024, 0.092, 0.070, 0.126, 0.118, 0.065, 0.137, 0.143, -0.347, -0.523, -0.444, -0.090, -0.164, -0.370, 1.006, -0.522, -0.148, -0.168, -0.388, 1.077, -0.472, -0.114, -0.169, -0.404, 1.079, 0.121, 0.113, 0.080, 0.113, 0.106, 0.072, 0.092, 0.102, 0.064, -0.308, 0.617, -0.299, -0.345, -0.875, 0.675, -0.242, -0.026, -0.058, -0.064, -0.025, -0.230, 0.100, 0.106, 0.106, 0.124, 0.449]
}



Entry 2:
{
  "formula": "C32H28FeNO2P",
  "method": "wB97M-V/def2-TZVPD",
  "spin_multiplicity": 5,
  "relative_energy_ev": 0.0726,
  "total_charge": -2,
  "species": ["C", "C", "C", "C", "P", "C", "C", "C", "C", "C", "C", "C", "C", "N", "O", "C", "C", "H", "H", "H", "H", "H", "H", "H", "H", "H", "H", "H", "C", "O", "C", "C", "C", "C", "C", "C", "C", "C", "C", "C", "Fe", "C", "C", "C", "C", "C", "C", "C", "H", "H", "H", "H", "H", "H", "H", "H", "H", "H", "H", "H", "H", "H", "H", "H", "H"],
  "positions_angstrom": [[4.13607, -2.33554, 3.50840], [3.02483, -2.16971, 4.33879], [1.94999, -1.37275, 3.92830], [1.95421, -0.77195, 2.66018], [0.48160, 0.08184, 1.95016], [-0.84786, -1.07484, 2.46429], [-1.75352, -0.76902, 3.48444], [-2.70136, -1.72194, 3.88765], [-2.78453, -2.95713, 3.24097], [-1.90885, -3.24876, 2.18776], [-0.95169, -2.30799, 1.79791], [0.21037, 1.70553, 2.61476], [0.82601, 2.83766, 2.09056], [1.28901, 3.86052, 1.70417], [0.57746, 0.08098, 0.45026], [3.10975, -0.87098, 1.87245], [4.19089, -1.65178, 2.28914], [4.96641, -2.97159, 3.81908], [2.99137, -2.65846, 5.31325], [1.09733, -1.24401, 4.59397], [-1.71687, 0.20348, 3.97099], [-3.38095, -1.48383, 4.70683], [-3.52892, -3.69224, 3.54784], [-1.97682, -4.20230, 1.66390], [-0.27337, -2.53312, 0.97243], [-0.25212, 1.77539, 3.60344], [3.15136, -0.36083, 0.91048], [5.07839, -1.72746, 1.66212], [-7.63672, 1.00157, -0.25936], [-6.56811, 1.33516, -1.17787], [-5.57240, 2.13023, -0.69785], [-4.29214, 2.01744, -1.30278], [-3.19001, 2.52872, -0.65791], [-3.31714, 3.36070, 0.49601], [-2.19856, 4.04454, 1.04223], [-2.31398, 5.36191, 1.54766], [-1.22265, 6.15808, 2.13586], [-1.78447, 7.36631, 2.67949], [-3.19627, 7.41714, 2.32639], [-3.50521, 6.24111, 1.55003], [-2.04682, 7.22458, 0.72714], [-2.48576, 7.29066, -1.19929], [-1.09370, 6.93599, -0.97527], [-0.48257, 7.99870, -0.18604], [-1.49562, 9.00870, 0.07105], [-2.73509, 8.56710, -0.54940], [-4.62140, 3.47371, 1.07403], [-5.73439, 2.93575, 0.46086], [-8.16578, 0.20156, -0.77191], [-7.26444, 0.64754, 0.71394], [-8.29743, 1.86292, -0.10026], [-4.20361, 1.46599, -2.23893], [-2.19012, 2.34266, -1.05058], [-1.19964, 3.61712, 0.96263], [-0.21489, 5.76367, 2.22781], [-1.24997, 8.08698, 3.28951], [-3.90112, 8.18793, 2.62284], [-4.45658, 5.95710, 1.11460], [-3.18655, 6.74822, -1.83012], [-0.59300, 6.06568, -1.39186], [0.56622, 8.06246, 0.09672], [-1.34094, 9.96864, 0.56021], [-3.65117, 9.14734, -0.61931], [-4.75655, 4.00016, 2.02243], [-6.73527, 3.09486, 0.88221]],
  "nbo_charge": [-0.239, -0.231, -0.229, -0.284, 1.909, -0.384, -0.191, -0.225, -0.229, -0.250, -0.118, -1.066, 0.305, -0.513, -1.124, -0.217, -0.226, 0.194, 0.197, 0.214, 0.230, 0.202, 0.196, 0.198, 0.220, 0.231, 0.242, 0.198, -0.249, -0.523, 0.237, -0.277, -0.175, -0.092, -0.194, -0.159, -0.339, -0.345, -0.357, -0.379, 0.548, -0.363, -0.337, -0.350, -0.373, -0.357, -0.152, -0.340, 0.178, 0.183, 0.164, 0.202, 0.220, 0.232, 0.259, 0.207, 0.205, 0.225, 0.221, 0.233, 0.221, 0.208, 0.208, 0.209, 0.192]
}



Entry 3:
{
  "formula": "C32H28N2O2P2Se4W",
  "method": "wB97M-V/def2-TZVPD",
  "spin_multiplicity": 3,
  "relative_energy_ev": 0.1820,
  "total_charge": 2,
  "species": ["W", "Se", "Se", "Se", "Se", "O", "P", "C", "P", "O", "C", "C", "C", "C", "C", "C", "C", "C", "C", "C", "C", "C", "C", "C", "C", "C", "C", "C", "C", "C", "C", "C", "C", "C", "H", "H", "H", "H", "H", "H", "H", "H", "H", "H", "H", "H", "H", "H", "H", "H", "H", "H", "H", "H", "H", "H", "N", "C", "N", "C", "C", "C", "C", "C", "C", "H", "H", "H", "H", "H", "H"],
  "positions_angstrom": [[2.02328, -0.45677, 1.46385], [2.61131, 1.82134, 1.19475], [4.53699, -0.19652, 2.93789], [2.76822, 0.08818, 4.16758], [2.24121, -2.63082, 2.31393], [0.29650, 0.08703, 2.32436], [-0.99529, 0.78136, 1.85273], [-0.91933, 1.10380, 0.07127], [-0.41171, -0.37423, -0.80187], [0.76584, -0.96095, 0.01990], [-1.75630, -1.51175, -0.85805], [-1.50634, -2.85996, -0.61132], [-2.51773, -3.78500, -0.82165], [-3.75782, -3.36447, -1.28005], [-4.00316, -2.01796, -1.52754], [-3.00214, -1.08430, -1.32113], [0.11377, -0.07994, -2.45915], [-0.52546, 0.87453, -3.25032], [-0.18773, 0.99070, -4.58822], [0.76794, 0.14085, -5.13099], [1.39083, -0.81977, -4.34433], [1.07163, -0.93697, -3.00074], [-1.18228, 2.33596, 2.66197], [-1.96003, 3.35684, 2.10852], [-2.17448, 4.52023, 2.82902], [-1.61493, 4.66210, 4.09214], [-0.83895, 3.65062, 4.64220], [-0.62248, 2.48007, 3.93327], [-2.35584, -0.28946, 2.21586], [-3.66609, 0.16086, 2.03017], [-4.72771, -0.65409, 2.37701], [-4.48263, -1.91096, 2.92322], [-3.18249, -2.35381, 3.11778], [-2.10912, -1.54617, 2.76491], [-0.16829, 1.88304, -0.09781], [-1.89885, 1.45612, -0.26022], [-0.53650, -3.18234, -0.25178], [-2.33563, -4.83379, -0.63012], [-4.54119, -4.09145, -1.44879], [-4.97253, -1.69937, -1.88575], [-3.20069, -0.04052, -1.53725], [-1.27648, 1.53615, -2.83162], [-0.67113, 1.73541, -5.20575], [1.02527, 0.22742, -6.17837], [2.13203, -1.47732, -4.77872], [1.56247, -1.68106, -2.38644], [-2.38991, 3.26235, 1.11858], [-2.77076, 5.31671, 2.40563], [-1.78365, 5.57194, 4.65249], [-0.40331, 3.77383, 5.62436], [-0.02277, 1.68690, 4.36046], [-3.86596, 1.15178, 1.63630], [-5.74366, -0.31011, 2.23923], [-5.31452, -2.54218, 3.20693], [-3.00237, -3.32844, 3.55147], [-1.09342, -1.88880, 2.91861], [5.48334, -1.72306, -0.83123], [4.49385, -1.84512, 0.05712], [3.54272, -0.94626, -0.11283], [3.97408, -0.13717, -1.18129], [3.42854, 0.99822, -1.78392], [4.12850, 1.57476, -2.82446], [5.34720, 1.04714, -3.28128], [5.90194, -0.07039, -2.69509], [5.18988, -0.63293, -1.64428], [6.29456, -2.31947, -0.87986], [4.47540, -2.62186, 0.80369], [2.48611, 1.41775, -1.46313], [3.72543, 2.45563, -3.30559], [5.86468, 1.53078, -4.09839], [6.84815, -0.47487, -3.02790]],
  "lowdin_charge": [0.632, 0.362, 0.193, 0.198, 0.292, -0.643, 0.808, -0.292, 0.825, -0.543, -0.297, -0.054, -0.044, -0.038, -0.046, -0.070, -0.295, -0.064, -0.045, -0.037, -0.045, -0.070, -0.289, -0.072, -0.046, -0.035, -0.039, -0.053, -0.288, -0.068, -0.048, -0.038, -0.043, -0.054, 0.067, 0.080, 0.110, 0.119, 0.120, 0.119, 0.109, 0.111, 0.120, 0.121, 0.120, 0.113, 0.104, 0.119, 0.122, 0.121, 0.092, 0.110, 0.119, 0.120, 0.119, 0.098, 0.170, -0.223, -0.115, -0.244, -0.095, -0.049, -0.047, 0.014, -0.170, 0.183, 0.081, 0.045, 0.118, 0.119, 0.126]
}



Q: What is the formula in the second record?
A: C32H28FeNO2P